A gas-phase ion, C4H10NO (charge +1) at a distorted geometry. Source: the Open Molecules 2025 dataset; level of theory: the ωB97M-V functional and the def2-TZVPD basis.

Each line ends with the Löwdin charge.
Atoms and positions in Å:
C 2.1079 -0.3807 0.7993  -0.09
C 1.1102 0.6111 0.3283  -0.20
C -0.4271 0.1776 0.6114  -0.21
N -1.2924 1.2110 0.0403  0.16
C -0.7045 -1.1332 -0.3778  -0.12
O -0.8939 -0.8805 -1.5483  0.08
H 1.8865 -0.8670 1.6910  0.06
H 3.1456 -0.0584 0.8517  0.10
H 1.9997 -1.2248 0.0695  0.10
H 1.1071 0.8316 -0.7224  0.10
H 1.2353 1.7095 0.8002  0.16
H -0.7447 0.1107 1.6652  0.16
H -0.9084 2.1648 0.1295  0.18
H -1.3125 1.0957 -0.9945  0.17
H -2.2699 1.2839 0.3968  0.20
H -0.4598 -2.1275 0.0493  0.15

The calculation puts the orbital gap at 11.037 eV. For the energy relative to the best compared isomer or geometry (same formula, charge and spin), the calculation gives 33.6 kcal/mol. The value obtained for the molar mass is 88.130 Da. The SMILES is CC[C@@H]([NH3+])C=O. As for the charge: +1.



C3H4Cl2 in the gas phase at a distorted geometry. Source: the Open Molecules 2025 dataset; level of theory: the ωB97M-V functional and the def2-TZVPD basis.

Each line ends with the Löwdin charge.
Atoms and positions in Å:
Cl 1.3225 1.8532 0.1128  0.71
C 0.0107 0.8377 0.0530  -0.82
C 0.1507 -0.5122 0.7600  -0.15
C -0.0950 -0.4144 -0.6829  -0.75
Cl -1.5643 -1.1194 -1.3727  0.60
H -0.9520 1.4018 0.1456  0.12
H 1.1000 -0.8384 1.0665  0.09
H -0.6719 -0.7926 1.3602  0.09
H 0.6993 -0.4156 -1.4424  0.11

The calculation puts the orbital gap at 11.071 eV. For the energy relative to the best compared isomer or geometry (same formula, charge and spin), the calculation gives 17.5 kcal/mol. The value obtained for the molar mass is 110.971 Da. The SMILES is Cl[C@@H]1C[C@H]1Cl.



C5H6O in the gas phase at a distorted geometry. Source: the Open Molecules 2025 dataset; level of theory: the ωB97M-V functional and the def2-TZVPD basis.

Each line ends with the Löwdin charge.
Atoms and positions in Å:
C 1.2139 -0.0885 1.0467  -0.07
C -0.1091 0.4500 0.6200  -0.12
C 0.0444 0.9088 -0.7679  -0.47
O 1.0637 0.5816 -1.3989  -0.05
C -1.0721 -0.4338 -0.6099  -0.06
C -1.8499 -1.2824 -0.9932  0.17
H 1.2670 -0.6456 1.9844  0.08
H 1.5020 -0.5448 0.0854  0.09
H 1.9854 0.7021 1.0162  0.11
H -0.8870 0.7210 1.3363  0.14
H -0.6225 1.7050 -1.0941  0.14
H -2.5358 -2.0735 -1.2251  0.04

The calculation puts the orbital gap at 9.312 eV. For the energy relative to the best compared isomer or geometry (same formula, charge and spin), the calculation gives 113.8 kcal/mol. The value obtained for the molar mass is 82.102 Da.



A molecular structure, C6H11N4O3 at a distorted geometry. Source: the Open Molecules 2025 dataset; level of theory: the ωB97M-V functional and the def2-TZVPD basis.

Each line ends with the Löwdin charge.
Atoms and positions in Å:
C -0.7600 0.0379 -0.8480  -0.09
C 1.2551 0.1015 -0.4977  -0.06
C 1.4049 -0.6751 1.7500  -0.39
C -2.6948 0.9587 -1.5450  -0.05
C -2.9090 -0.5320 -0.8948  -0.04
C 2.3142 -0.9557 2.8367  0.01
N -1.2358 0.9783 -1.6020  0.08
N 1.7873 -0.2867 0.5854  0.18
N 1.8236 0.8340 -1.4029  -0.31
N -1.5960 -0.7938 -0.3413  0.09
O 0.0716 -0.8342 2.0658  0.06
O 1.3531 1.4085 -2.3649  0.00
O 3.1773 0.9161 -1.2085  0.08
H -3.0589 0.9607 -2.5417  0.11
H -3.1556 1.6786 -0.9561  0.10
H -3.4693 -0.3515 0.0007  0.12
H -3.1384 -1.1898 -1.7148  0.13
H 3.3389 -0.8523 2.6151  0.08
H 1.9789 -2.0407 3.1149  0.15
H 2.0019 -0.3294 3.7201  0.12
H -0.5508 1.6012 -2.1390  0.17
H 3.4826 1.8214 -1.6012  0.20
H -1.4293 -1.6518 -0.0842  0.09
H 0.0086 -0.8041 3.0534  0.14

The calculation puts the orbital gap (alpha / beta) at 8.562 / 8.561 eV. For the energy relative to the best compared isomer or geometry (same formula, charge and spin), the calculation gives 84.8 kcal/mol. The value obtained for the molar mass is 187.179 Da. As for the charge: +1.



7 unconnected molecules or ions with the total composition C24H39Br2ClF2N8O21P2. Source: the Open Molecules 2025 dataset; level of theory: the ωB97M-V functional and the def2-TZVPD basis.

Each line ends with the Löwdin charge.
Atoms and positions in Å:
C 2.2114 -2.5581 0.5883  -0.08
O 0.9332 -2.7010 -0.0130  -0.24
C 0.9141 -2.2089 -1.3316  -0.28
C -0.4452 -1.6232 -1.7460  -0.48
C -1.0671 -0.7941 -0.5619  -0.23
O -1.6882 0.3664 -1.0750  -0.16
C -2.3080 1.2749 -0.1995  -0.68
Cl -1.5080 1.3557 1.4039  0.89
C -3.8204 0.9638 -0.0113  -0.14
O -4.1087 0.3706 1.2539  -0.09
C -5.3151 0.7547 1.7888  -0.52
C -6.5095 0.1131 1.1476  0.03
O -5.3629 1.5241 2.6990  0.15
C -2.2599 2.6581 -0.8744  -0.08
C -0.9522 3.1119 -1.4939  -0.34
O -0.8931 3.1890 -2.7022  0.05
C 0.2176 3.5093 -0.6704  -0.16
C 1.4851 3.4076 -1.2404  -0.03
C 2.6149 3.7582 -0.5216  -0.05
C 2.4911 4.2326 0.7757  -0.06
C 1.2307 4.3777 1.3385  -0.07
C 0.1039 4.0147 0.6239  -0.07
C -2.0318 -1.6681 0.2454  -0.39
O -3.1440 -1.8326 -0.1460  0.11
N -1.5746 -2.3771 1.4193  0.18
C -1.0082 -1.6415 2.4755  -0.52
O -1.5850 -1.2964 3.4519  0.17
F 0.3116 -1.3722 2.3271  0.10
N -1.4094 -2.6073 -2.3008  -0.24
F -1.1440 -2.7005 -3.7040  -0.20
P -1.2917 -4.2630 -1.6490  0.59
O -0.9966 -5.1239 -2.9712  -0.34
Br -3.4512 -4.7620 -1.3507  0.37
P 0.1077 -0.5370 -3.2578  0.67
O 0.7730 0.7281 -2.4833  -0.36
Br -1.7731 0.2932 -4.1230  0.40
H 2.4679 -1.4995 0.6976  0.10
H 2.1562 -2.9917 1.5841  0.09
H 2.9811 -3.0646 0.0044  0.09
H 1.6472 -1.3930 -1.3937  0.08
H 1.2438 -2.9460 -2.0700  0.12
H -0.2138 -0.4994 0.0552  0.12
H -4.3721 1.8997 -0.0912  0.14
H -4.0893 0.2728 -0.8088  0.14
H -6.6800 0.5746 0.1733  0.10
H -6.3226 -0.9464 0.9832  0.09
H -7.3802 0.2647 1.7769  0.09
H -2.5801 3.3839 -0.1235  0.13
H -3.0156 2.6554 -1.6598  0.10
H 1.5863 3.0470 -2.2546  0.11
H 3.5883 3.6438 -0.9804  0.09
H 3.3656 4.4913 1.3560  0.08
H 1.1068 4.7570 2.3438  0.11
H -0.8759 4.1318 1.0662  0.09
H -0.9970 -3.1704 1.1484  0.12
H -1.7369 -5.0896 -3.5951  0.05
H 0.8286 0.6782 -1.5226  0.06
C 4.2000 -1.1108 -4.7194  0.05
N 3.8251 -1.2963 -3.2933  -0.44
O 3.8581 -0.3319 -2.5608  0.07
O 3.4956 -2.4144 -2.9491  0.04
H 4.4607 -0.0702 -4.8676  0.10
H 5.0399 -1.7686 -4.9203  0.10
H 3.3373 -1.3960 -5.3142  0.10
C -3.6865 -2.1893 5.9783  0.05
N -3.6415 -3.4719 6.7332  -0.46
O -3.1791 -4.4448 6.1736  0.06
O -4.0747 -3.4604 7.8656  0.06
H -3.2665 -2.3525 4.9936  0.07
H -4.7269 -1.8845 5.9225  0.10
H -3.1053 -1.4619 6.5358  0.10
C 7.7605 4.7262 1.1617  0.05
N 6.3532 4.4508 0.7652  -0.43
O 6.0833 4.4245 -0.4158  0.07
O 5.5572 4.2648 1.6644  0.05
H 8.3469 4.8647 0.2621  0.10
H 7.7522 5.6211 1.7762  0.11
H 8.1143 3.8770 1.7317  0.06
C 10.6245 0.7936 2.8890  0.05
N 10.1460 2.0293 2.2114  -0.45
O 9.9427 1.9855 1.0176  0.07
O 9.9869 3.0112 2.9089  0.05
H 10.7160 0.0129 2.1442  0.10
H 11.5815 1.0268 3.3448  0.10
H 9.8921 0.5392 3.6486  0.10
C -3.3355 4.7964 -4.2641  0.06
N -4.7026 4.3061 -3.9332  -0.44
O -4.8109 3.4616 -3.0644  0.05
O -5.6270 4.7839 -4.5517  0.07
H -2.6198 4.2777 -3.6373  0.06
H -3.1609 4.5861 -5.3146  0.11
H -3.3274 5.8669 -4.0817  0.10
C -5.2969 -7.4418 1.1818  0.04
N -5.6809 -8.1109 -0.0932  -0.45
O -5.6888 -7.4412 -1.1037  0.03
O -5.9589 -9.2889 -0.0298  0.06
H -5.0761 -6.4028 0.9695  0.07
H -6.1353 -7.5412 1.8639  0.10
H -4.4271 -7.9625 1.5695  0.10

The calculation puts the orbital gap at 8.707 eV. The value obtained for the molar mass is 1070.816 Da. The SMILES is COC[C@]([C@@H](O[C@](Cl)(COC(C)=O)CC(=O)c1ccccc1)C(=O)NC(=O)F)(N(F)P(O)Br)P(O)Br.C[N+](=O)[O-].C[N+](=O)[O-].C[N+](=O)[O-].C[N+](=O)[O-].C[N+](=O)[O-].C[N+](=O)[O-].



A molecular structure, C9H16ClErI2N3O2P at a distorted geometry. Source: the Open Molecules 2025 dataset; level of theory: the ωB97M-V functional and the def2-TZVPD basis.

Each line ends with the Löwdin charge.
Atoms and positions in Å:
I 5.3147 1.0504 -2.1816  0.17
I 4.9614 -1.6753 -2.0973  0.11
Er -0.3908 -1.0279 -0.0432  1.07
P -1.1843 -0.0659 -2.6661  0.69
C -0.0858 -0.0039 -4.0993  -0.27
C -2.3259 -1.4400 -3.1421  -0.27
H -3.0795 1.4020 -2.2402  0.04
H -2.7201 1.2718 -3.9984  0.07
H -1.6936 2.2931 -2.9361  0.06
C -2.2810 1.3664 -2.9941  -0.25
H -3.1490 -1.5126 -2.4128  0.04
H -2.7280 -1.2323 -4.1457  0.07
H -0.6781 0.0126 -5.0210  0.07
H 0.5711 -0.8788 -4.0942  0.06
H -1.7741 -2.3948 -3.1529  0.05
H 0.5337 0.8955 -4.0361  0.06
C 1.3819 -0.0097 -1.1743  -0.09
O 2.4002 0.3248 -1.5757  -0.06
Cl -2.7226 -0.3352 0.3395  -0.02
C 1.7174 -1.9733 4.1622  0.05
N 1.0826 -0.7696 3.6105  -0.02
C 0.8972 0.3656 4.3558  0.06
C 0.3051 1.4699 3.8012  0.06
C -0.0801 1.4367 2.4540  -0.31
N 0.1720 0.3255 1.7234  0.03
C 0.6789 -0.7803 2.3333  -0.47
O 0.7204 -1.8618 1.6213  -0.12
N -0.6974 2.4202 1.7766  0.22
H 1.9562 -1.7546 5.2089  0.11
H 2.6387 -2.1994 3.6093  0.12
H 1.0423 -2.8351 4.0968  0.12
H 1.2417 0.2803 5.3856  0.16
H 0.1108 2.3644 4.3999  0.15
H -0.9705 3.2749 2.2381  0.14
H -1.1653 2.1963 0.8948  0.11

The calculation puts the orbital gap (alpha / beta) at 6.144 / 6.203 eV. As for the spin multiplicity: 4. For the energy relative to the best compared isomer or geometry (same formula, charge and spin), the calculation gives 12.4 kcal/mol. The value obtained for the molar mass is 685.741 Da. As for the charge: +2.



| no. | total energy (Ha) |
| --- | --- |
| 1 | -288.10961 |
| 2 | -1037.04386 |
| 3 | -269.16489 |
| 4 | -679.51887 |
| 5 | -9446.07879 |
| 6 | -3078.86900 |